P:
# C5H12NOS

A gas-phase ion, C5H12NOS (charge -1) (the ωB97M-V functional and the def2-TZVPD basis, the Open Molecules 2025 dataset).

Summary:
SMILES: [O-]CNCCCCS
Spin multiplicity: 1
Highest occupied orbital energy: -0.0918 hartree
Total charge: -1

Last column: Löwdin charge in e.
CARTESIAN COORDINATES (ANGSTROEM)
S (-2.5877, -0.4196, -0.2545)  0.716
O (3.2435, 0.7595, -0.1871)  -0.303
N (1.4802, -0.6929, -0.7178)  -0.057
C (0.1005, 1.1258, 0.2345)  -0.227
C (0.2835, 0.0972, -0.8083)  -0.392
C (-1.3350, -0.8320, 0.9420)  -0.580
C (-0.3004, 0.2745, 1.4296)  -0.234
C (2.7026, 0.0956, -1.1759)  -0.591
H (-0.6481, -1.5173, 0.4383)  0.061
H (-0.7678, 1.7124, -0.0583)  0.092
H (0.5675, -0.2060, 1.8725)  0.108
H (1.3391, -1.5496, -1.2456)  0.077
H (2.4862, 0.6087, -2.1541)  0.074
H (-0.8600, 0.9039, 2.1365)  0.092
H (-0.7883, -0.3761, -0.8374)  -0.053
H (-1.6822, -0.7248, -1.1802)  -0.131
H (3.3497, -0.7663, -1.5485)  0.065
H (1.0433, 1.6396, 0.4062)  0.105
H (0.3334, 0.6604, -1.7608)  0.107
H (-1.5535, -1.3040, 1.8990)  0.070

Q:
# C5H12NOS

A gas-phase ion, C5H12NOS (charge -1) (the ωB97M-V functional and the def2-TZVPD basis, the Open Molecules 2025 dataset).

Summary:
SMILES: OCCCNCC[S-]
Spin multiplicity: 1
Highest occupied orbital energy: -0.0902 hartree
Total charge: -1

Last column: Löwdin charge in e.
CARTESIAN COORDINATES (ANGSTROEM)
S (0.3356, -1.2882, 2.8729)  0.119
O (-2.5235, 1.3458, -2.4955)  -0.084
N (0.9541, -0.9612, -0.4130)  -0.120
C (0.8989, 0.1131, 1.9955)  -0.875
C (-0.3078, -0.3838, -0.7641)  -0.278
C (1.6584, -0.0768, 0.5729)  -0.276
C (-1.1636, 1.3646, -2.7269)  -0.298
C (-0.0199, 0.8946, -1.6806)  -0.157
H (-0.8279, -1.1145, -1.3885)  0.109
H (-0.9863, -0.1633, 0.0759)  0.097
H (1.7827, 0.9308, 0.0990)  0.086
H (0.2146, 0.9730, 1.8226)  0.031
H (0.7297, -1.8469, 0.0005)  0.057
H (-2.7530, 1.2548, -1.5449)  0.105
H (-0.9882, 0.4501, -3.5403)  0.146
H (0.2114, 1.8369, -1.2194)  0.073
H (0.8936, 0.4974, -2.1093)  0.093
H (1.6190, 0.5716, 2.6808)  0.002
H (-0.7980, 2.2946, -3.0949)  0.076
H (2.6461, -0.5815, 0.7270)  0.095

R:
# C5H12NOS

A gas-phase ion, C5H12NOS (charge -1) (the ωB97M-V functional and the def2-TZVPD basis, the Open Molecules 2025 dataset).

Summary:
SMILES: OCCCNCC[S-]
Spin multiplicity: 1
Highest occupied orbital energy: -0.0856 hartree
Total charge: -1

Last column: Löwdin charge in e.
CARTESIAN COORDINATES (ANGSTROEM)
S (-0.4691, 3.4170, -2.5530)  0.000
O (1.8601, -2.4465, 1.5532)  -0.107
N (-0.8441, 0.5378, 0.4310)  -0.107
C (-0.8886, -0.9120, 0.2237)  -0.272
C (1.5233, -1.2642, 0.7670)  -0.238
C (-0.8296, 2.6849, -0.8764)  -0.767
C (-0.1436, 1.3596, -0.5892)  -0.332
C (0.3816, -1.6243, -0.1922)  -0.194
H (-1.7665, 0.8076, 0.7290)  0.089
H (0.6896, -1.3755, -1.2193)  0.103
H (1.2177, -0.4367, 1.3987)  0.101
H (-1.7854, -1.2253, -0.3335)  0.105
H (-1.0827, -1.2952, 1.2647)  0.111
H (1.0801, -2.6469, 2.0803)  0.066
H (-1.9080, 2.5524, -0.9486)  0.007
H (2.4592, -0.9720, 0.3115)  0.109
H (-0.0529, 0.6587, -1.4597)  0.089
H (-0.6209, 3.4110, -0.0839)  0.032
H (0.2675, -2.7163, -0.2020)  0.110
H (0.9122, 1.4858, -0.3012)  0.096

S:
# C5H12NOS

2 unconnected molecules or ions with the total composition C5H12NOS (the ωB97M-V functional and the def2-TZVPD basis, the Open Molecules 2025 dataset).

Summary:
Spin multiplicity: 1
Highest occupied orbital energy: -0.1006 hartree
Total charge: -1

Last column: Löwdin charge in e.
CARTESIAN COORDINATES (ANGSTROEM)
S (-1.0151, -3.0390, -1.5868)  0.490
O (-0.1775, 3.2755, 0.3756)  -0.327
N (-0.0392, 1.1004, 1.5150)  -0.060
C (0.0008, 2.6298, 1.5275)  -0.574
C (-1.0200, -1.3797, -0.6983)  -0.676
C (0.3519, -0.8361, -0.0721)  -0.234
C (2.0944, 0.8380, 0.4749)  -0.092
C (0.5971, 0.6388, 0.3196)  -0.490
H (2.2698, 1.9551, 0.3955)  0.087
H (2.6816, 0.2860, -0.2722)  0.060
H (0.6249, -1.5210, 0.7008)  0.089
H (-1.2140, -0.5503, -1.4257)  0.058
H (0.3082, 1.2477, -0.5197)  0.108
H (0.9828, -0.9035, -1.0007)  0.065
H (2.4837, 0.5248, 1.4706)  0.080
H (-1.0347, 0.8777, 1.7591)  0.096
H (-1.8053, -1.4176, 0.0765)  0.048
H (0.9997, 2.8214, 2.0190)  0.069
H (0.0522, -1.7352, -2.4447)  0.128
H (-0.7778, 2.8181, 2.3305)  0.074

In eV, relative to the most stable structure: P 2.916; Q 0.652; R 0.000; S 3.094.

P:
# C5H8IN2

A gas-phase ion, C5H8IN2 (charge +1) (the ωB97M-V functional and the def2-TZVPD basis, the Open Molecules 2025 dataset).

Summary:
Spin multiplicity: 1
Highest occupied orbital energy (alpha / beta): -0.4268 / -0.4713 hartree
Total charge: +1

Last column: Löwdin charge in e.
CARTESIAN COORDINATES (ANGSTROEM)
I (-3.1546, 0.0555, 0.0019)  0.720
N (0.9409, 2.6383, -0.7313)  0.212
N (1.2719, 0.9644, 0.9883)  0.164
C (0.3013, -1.2214, 0.7537)  -0.181
C (-1.6253, -1.3530, -0.8735)  -0.519
C (-0.3667, -0.7927, -0.4599)  -0.236
C (1.1286, -0.2269, 1.4747)  -0.023
C (0.8313, 1.7341, 0.1703)  -0.096
H (0.2026, 3.3183, -0.8642)  0.147
H (1.7918, 2.7700, -1.2710)  0.155
H (0.0733, -0.0176, -1.0713)  0.091
H (1.0106, -2.0046, 0.4375)  0.166
H (1.6666, -0.4877, 2.3672)  0.137
H (-1.8244, -1.3300, -1.9376)  0.055
H (-1.8708, -2.3114, -0.4285)  0.059
H (-0.3771, -1.7353, 1.4437)  0.148

Q:
# C5H8IN2

A gas-phase ion, C5H8IN2 (charge +1) (the ωB97M-V functional and the def2-TZVPD basis, the Open Molecules 2025 dataset).

Summary:
SMILES: C/C=[NH+]/C=N\C=C\I
Spin multiplicity: 1
Highest occupied orbital energy (alpha / beta): -0.4377 / -0.4377 hartree
Total charge: +1

Last column: Löwdin charge in e.
CARTESIAN COORDINATES (ANGSTROEM)
I (5.0702, -0.2144, 0.0083)  0.868
N (-0.5807, 0.7422, 0.3161)  0.139
N (1.4034, 2.0369, -0.2160)  0.105
C (3.1524, 0.5169, 0.3670)  -0.642
C (-0.3686, -0.4689, -0.1097)  -0.012
C (-1.4022, -1.4933, -0.1428)  -0.003
C (2.5150, 1.3455, -0.4864)  -0.307
C (0.2310, 1.8990, 0.1908)  -0.114
H (-1.5826, -1.7896, -1.1837)  0.124
H (-0.3247, 2.7993, 0.4331)  0.142
H (0.6242, -0.7032, -0.4824)  0.151
H (-2.3401, -1.1687, 0.3025)  0.102
H (2.7538, 0.2889, 1.3448)  0.035
H (-1.5272, 0.9552, 0.6420)  0.180
H (-1.0540, -2.4072, 0.3473)  0.118
H (3.0045, 1.6760, -1.3958)  0.113

In eV, relative to the most stable structure: P 1.622; Q 0.000.

P:
# C2H9N4O

2 unconnected molecules or ions with the total composition C2H9N4O (the ωB97M-V functional and the def2-TZVPD basis, the Open Molecules 2025 dataset).

Summary:
Spin multiplicity: 1
Highest occupied orbital energy: -0.5164 hartree
Total charge: +1

Last column: Löwdin charge in e.
CARTESIAN COORDINATES (ANGSTROEM)
O (0.8723, 0.2883, 0.6173)  -0.264
N (0.5506, 0.9653, -0.5466)  -0.014
N (-1.9825, 1.2989, 0.5796)  0.240
N (-1.9308, -0.8956, -0.3657)  0.092
N (-1.2049, -1.8489, -0.8495)  0.128
C (2.1607, -0.2442, 0.6443)  -0.068
C (-1.7294, 0.2060, 0.0039)  -0.142
H (0.9799, 1.9202, -0.5574)  0.129
H (0.9751, 0.4817, -1.3931)  0.131
H (-1.9428, 2.0052, -0.0787)  0.115
H (2.1446, -1.0332, -0.0990)  0.095
H (-1.8095, -2.6016, -1.1879)  0.154
H (-1.8839, 1.4708, 1.5748)  0.167
H (2.8761, 0.4302, 0.4772)  0.054
H (-0.3334, -1.7980, -0.4547)  0.078
H (2.2578, -0.6450, 1.6356)  0.107

Q:
# C2H9N4O

2 unconnected molecules or ions with the total composition C2H9N4O (the ωB97M-V functional and the def2-TZVPD basis, the Open Molecules 2025 dataset).

Summary:
Spin multiplicity: 1
Highest occupied orbital energy (alpha / beta): -0.5228 / -0.5228 hartree
Total charge: +1

Last column: Löwdin charge in e.
CARTESIAN COORDINATES (ANGSTROEM)
O (-1.3904, -0.3492, 1.7115)  -0.221
N (-0.0191, -0.2678, 1.7662)  0.145
N (-0.5560, 1.1013, -0.5219)  0.168
N (1.8878, 0.6658, -2.1023)  0.115
N (1.7104, 0.2612, -0.7556)  -0.003
C (0.5884, 0.5256, -0.1304)  -0.107
C (-1.8397, -1.5891, 1.0952)  -0.022
H (-1.2461, 1.2946, 0.2438)  0.136
H (-1.5369, -1.5588, 0.0711)  0.065
H (2.5609, 0.1630, -2.5280)  0.061
H (2.5409, -0.0874, -0.2465)  0.184
H (-1.2739, -2.3965, 1.4344)  0.069
H (-3.0134, -1.5005, 1.2085)  0.160
H (2.1798, 1.5730, -2.0985)  0.069
H (-0.7554, 1.5560, -1.3632)  0.101
H (0.1625, 0.6087, 2.2160)  0.081

In eV, relative to the most stable structure: P 0.000; Q 0.565.